F6H26O13P | the ωB97M-V functional and the def2-TZVPD basis

For the energy above the lowest of the compared OMol25 structures with the same formula, charge and spin, the calculation gives 140.0 kJ/mol. The value obtained for the HOMO-LUMO gap is 9.6382 eV. The calculation puts the calculated total energy at -52642.9106 eV. The net charge is -1.

Last columns: bonded neighbours and bond lengths (Å).
Cartesian coordinates (Å):
1 P -0.012 -0.022 -0.305  F2 1.579, F3 1.612, F4 1.600, F5 1.639, F6 1.616, F7 1.662
2 F -0.843 -1.255 -0.836  P1 1.579
3 F -0.857 1.036 -1.180  P1 1.612
4 F -1.062 0.241 0.874  P1 1.600
5 F 0.823 1.241 0.324  P1 1.639
6 F 0.708 -1.002 0.758  P1 1.616
7 F 1.218 -0.083 -1.421  P1 1.662
8 O -3.285 2.449 0.032  H9 0.957, H10 0.957
9 H -2.441 2.683 0.417  O8 0.957
10 H -3.307 1.492 0.064  O8 0.957
11 O -1.232 -2.510 1.968  H12 0.957, H13 0.957
12 H -1.089 -1.653 1.568  O11 0.957
13 H -0.451 -2.660 2.501  O11 0.957
14 O 1.266 -3.487 -1.500  H15 0.957, H16 0.957
15 H 0.855 -2.639 -1.671  O14 0.957
16 H 0.532 -4.085 -1.360  O14 0.957
17 O -1.589 0.203 -4.210  H18 0.957, H19 0.957
18 H -2.164 0.963 -4.302  O17 0.957
19 H -1.328 0.210 -3.289  O17 0.957
20 O -3.393 -0.425 0.289  H21 0.957, H22 0.957
21 H -2.518 -0.102 0.505  O20 0.957
22 H -3.246 -1.073 -0.399  O20 0.957
23 O 3.634 -1.939 2.302  H24 0.957, H25 0.957
24 H 4.118 -2.368 1.597  O23 0.957
25 H 3.354 -1.104 1.928  O23 0.957
26 O 1.404 -1.013 -4.316  H27 0.957, H28 0.957
27 H 1.361 -0.401 -3.582  O26 0.957
28 H 0.796 -1.714 -4.079  O26 0.957
29 O 0.775 2.496 2.882  H30 0.957, H31 0.957
30 H 1.494 2.077 3.354  O29 0.957
31 H 0.021 1.928 3.039  O29 0.957
32 O 1.067 -2.586 3.514  H33 0.957, H34 0.957
33 H 1.723 -2.283 2.886  O32 0.957
34 H 1.318 -3.490 3.706  O32 0.957
35 O 0.961 3.381 -1.127  H36 0.957, H37 0.957
36 H 0.165 3.903 -1.026  O35 0.957
37 H 0.837 2.637 -0.537  O35 0.957
38 O -3.147 -1.881 -2.330  H39 0.957, H40 0.957
39 H -2.201 -1.845 -2.475  O38 0.957
40 H -3.529 -1.672 -3.182  O38 0.957
41 O -0.842 3.487 0.959  H42 0.957, H43 0.957
42 H -0.117 3.284 1.550  O41 0.957
43 H -1.055 4.401 1.146  O41 0.957
44 O 4.041 1.515 1.486  H45 0.957, H46 0.957
45 H 3.449 2.141 1.068  O44 0.957
46 H 3.786 1.523 2.408  O44 0.957

Population analysis type Mulliken, resulting atomic charges in e: 1.587 -0.295 -0.372 -0.513 -0.656 -0.282 -0.332 -0.713 0.402 0.477 -0.713 0.362 0.397 -0.666 0.274 0.330 -0.651 0.292 0.297 -0.823 0.321 0.408 -0.697 0.321 0.338 -0.628 0.347 0.289 -0.684 0.274 0.316 -0.691 0.370 0.299 -0.704 0.320 0.445 -0.630 0.267 0.324 -0.565 0.330 0.234 -0.623 0.327 0.288